[1]
Below is a structure of composition C10H30O5P2PtSSi, with properties calculated with the ωB97M-V functional and the def2-TZVPD basis.

Gap between HOMO and LUMO (spin up / spin down) = 4.9 / 5.6 eV
Calculated total energy = -2264.7267 Eh
2S+1 = 5
Highest occupied orbital energy (spin up / spin down) = -4.465 / -9.073 eV
Maximum force = 3.2 eV Å⁻¹
LUMO (spin up / spin down) = 0.4 / -3.5 eV

Each line ends with the Mulliken spin population.
Element x y z (Å)
H (-3.24, -0.43, 0.00)  0.00
H (-3.31, 0.54, -1.50)  0.00
C (-0.80, -3.45, 0.78)  0.06
H (2.56, -1.13, 1.64)  -0.01
O (0.89, 1.71, 1.75)  0.05
H (-3.04, 3.60, -0.41)  0.00
C (-2.00, 3.24, -0.50)  0.02
S (1.40, 2.89, 0.90)  -0.05
H (-1.70, 3.23, -1.55)  0.00
P (-1.89, 1.56, 0.18)  0.33
H (-4.23, 1.05, -0.06)  0.00
H (-1.43, -1.39, -3.75)  0.02
C (3.18, -0.46, 1.04)  0.02
Si (-0.32, 0.28, -2.36)  0.17
H (-1.79, -1.56, 1.12)  0.00
C (-1.08, -1.40, -2.71)  0.02
Pt (0.18, 0.52, -0.19)  1.32
H (4.40, 0.39, -1.75)  0.00
C (-3.30, 0.59, -0.40)  -0.01
H (-1.55, -1.49, 3.33)  0.00
C (2.39, -1.88, -1.38)  -0.01
H (-1.32, 3.90, 0.06)  0.00
H (3.64, 1.78, -0.88)  0.00
C (-0.82, -2.05, 1.38)  -0.03
H (2.94, 1.21, -2.43)  0.00
H (1.98, -1.81, -2.40)  0.00
H (0.10, -3.98, 1.10)  0.00
H (4.18, -0.88, 0.91)  0.01
H (-0.78, -3.44, -0.32)  -0.01
H (3.23, 0.53, 1.53)  0.00
O (0.68, 4.11, 1.21)  0.09
H (3.41, -2.26, -1.44)  0.00
H (-1.94, -1.61, -2.06)  0.00
H (1.77, -2.56, -0.79)  0.00
H (-2.03, 0.82, 2.47)  0.00
H (-1.67, -4.01, 1.13)  0.01
O (0.94, 2.44, -0.58)  0.69
H (-1.31, 2.45, 2.33)  0.00
H (-3.10, 2.23, 2.16)  0.00
C (-0.73, -2.08, 2.91)  0.05
O (0.23, -1.33, 0.80)  0.61
H (-0.82, -3.11, 3.27)  0.00
H (0.22, -1.68, 3.28)  0.00
C (3.45, 0.90, -1.51)  0.03
H (-0.34, -2.21, -2.59)  0.00
O (2.85, 2.93, 0.90)  0.08
C (-2.11, 1.79, 1.97)  0.03
P (2.39, -0.25, -0.58)  0.39
H (0.91, 0.41, -3.20)  0.04
H (-1.27, 1.34, -2.83)  0.05

[2]
Below is a structure of composition CH3N3P2, with properties calculated with the ωB97M-V functional and the def2-TZVPD basis.

Gap between HOMO and LUMO (spin up / spin down) = 6.9 / 6.9 eV
Calculated total energy = -886.6291 Eh
Highest occupied orbital energy (spin up / spin down) = -7.900 / -7.922 eV
Maximum force = 2.8 eV Å⁻¹
LUMO (spin up / spin down) = -1.0 / -1.0 eV

Each line ends with the natural charge from an NBO analysis.
Element x y z (Å)
P (-1.49, -0.39, -0.85)  0.39
P (2.58, 0.41, -0.96)  0.51
H (1.86, -1.27, 0.88)  0.23
C (2.04, -0.34, 0.42)  -0.51
H (-2.60, -1.23, -0.34)  -0.01
N (1.20, 0.81, 0.75)  -0.29
N (-0.01, 0.85, 0.93)  0.18
H (-2.42, 0.60, -1.41)  -0.01
N (-1.15, 0.56, 0.57)  -0.48